1.
14
Properties=species:S:1:pos:R:3:forces:R:3 method="wB97M-V/def2-TZVPD" de_lowest_kcal_mol=24.4 smiles="O=CCCS.O" total_energy_ha=-667.7421 e_homo_ha=-0.352
O -2.374 -0.656 -0.624 -0.8 -0.2 0.6
C -1.526 -0.283 -1.376 0.7 0.2 0.2
C -0.065 -0.420 -1.091 1.2 -0.7 -0.5
C 0.674 0.850 -0.644 0.3 -0.4 -0.4
S 2.268 0.401 0.178 -0.6 -0.2 0.0
H -1.783 0.167 -2.344 -0.1 0.2 -0.2
H 0.170 -1.217 -0.385 -0.6 0.0 0.3
H 0.371 -0.793 -2.031 0.2 0.3 0.1
H 0.029 1.419 0.017 0.2 0.3 0.1
H 0.982 1.399 -1.527 -0.3 0.5 0.1
H 3.009 1.379 -0.339 0.0 0.2 -0.1
O -1.610 -0.370 2.781 0.0 0.1 0.0
H -1.701 -0.453 1.835 -0.6 0.3 -0.8
H -0.938 -1.029 2.916 0.5 -0.4 0.7

2.
15
Properties=species:S:1:pos:R:3:forces:R:3 method="wB97M-V/def2-TZVPD" de_lowest_kcal_mol=54.1 smiles="O=CCCSS.O" total_energy_ha=-1065.8958 e_homo_ha=-0.295
O -2.550 0.137 -0.190 3.5 0.0 -2.4
C -1.596 0.304 -0.997 -3.3 1.6 0.3
C -0.124 -0.041 -0.844 -0.9 -1.1 1.8
C 0.744 1.228 -0.705 -1.0 -0.6 1.8
S 2.376 0.504 -0.563 1.9 1.9 -3.5
S 2.407 -0.279 1.235 0.8 -1.6 2.9
H -1.866 1.004 -1.962 0.7 -1.6 1.8
H 0.008 -0.588 0.164 -0.5 0.6 -1.6
H 0.259 -0.766 -1.610 -0.5 1.0 0.3
H 0.611 2.013 -1.463 0.6 -0.6 -0.1
H 0.515 1.728 0.286 0.1 -0.5 -1.1
H 3.648 -0.940 1.118 -1.4 0.8 -0.2
O -1.230 -1.712 1.733 1.6 -1.4 0.1
H -1.961 -1.377 1.274 -1.8 0.8 -1.4
H -1.242 -1.214 2.525 0.2 0.6 1.4

3.
14
Properties=species:S:1:pos:R:3:forces:R:3 method="wB97M-V/def2-TZVPD" de_lowest_kcal_mol=86.2 smiles="O=[SiH2].C=C(C)O" total_energy_ha=-559.0132 e_homo_ha=-0.355
O 2.480 1.247 -1.197 0.2 0.0 0.1
Si 2.315 0.303 -0.019 -0.8 -0.8 1.3
H 1.736 -1.104 -0.051 0.5 0.7 -0.4
H 2.717 0.425 1.447 0.2 0.4 -0.8
C -0.952 -1.188 0.704 2.5 0.3 3.7
C -0.673 -0.041 0.148 -1.6 1.4 -0.8
C -1.306 0.459 -1.162 1.0 -0.1 -0.2
O 0.013 0.935 0.880 0.3 -0.4 -1.3
H -1.469 -1.896 0.184 -1.3 -1.9 -1.0
H -0.471 -1.407 1.761 -1.2 0.1 -2.3
H -0.705 1.361 -1.480 -1.2 -0.8 0.2
H -1.253 -0.299 -1.986 0.3 0.5 0.8
H -2.401 0.606 -1.002 1.0 0.5 0.0
H -0.031 0.599 1.774 0.3 0.1 0.7